Record 1
ORCA calculation (ωB97M-V/def2-TZVPD) on a molecular structure, C19H15NNiO4S5.

## Properties
Net charge = -2
Frontier orbital gap = 0.2235 Eh
E_LUMO = 4.63 eV
Energy = -124848.044 eV

Cartesian coordinates (Å):
Ni  -0.71  -0.02  1.37
S  -1.36  -1.07  -0.69
C  -1.04  -2.71  -1.17
C  -2.16  -3.49  -1.54
C  -2.04  -4.71  -2.16
C  -0.79  -5.21  -2.48
C  0.33  -4.51  -2.06
C  0.22  -3.30  -1.38
S  1.74  -2.57  -0.82
C  1.35  -2.26  0.96
C  1.95  -0.96  1.35
C  3.20  -0.90  1.97
C  3.78  0.32  2.19
C  3.15  1.47  1.71
C  1.93  1.33  1.09
C  1.21  2.50  0.51
S  0.85  2.15  -1.25
C  -0.65  3.06  -1.46
C  -0.64  3.97  -2.52
C  -1.69  4.82  -2.77
C  -2.79  4.77  -1.92
C  -2.84  3.85  -0.90
C  -1.78  2.95  -0.63
S  -2.05  1.90  0.73
N  1.34  0.15  0.91
H  -3.13  -3.06  -1.33
H  -2.93  -5.27  -2.42
H  -0.67  -6.14  -3.01
H  1.32  -4.88  -2.26
H  1.73  -3.08  1.56
H  0.26  -2.21  1.05
H  3.67  -1.81  2.31
H  4.73  0.40  2.70
H  3.60  2.44  1.83
H  1.78  3.43  0.58
H  0.24  2.61  1.02
H  0.25  3.98  -3.14
H  -1.64  5.54  -3.58
H  -3.62  5.46  -2.07
H  -3.70  3.78  -0.26
O  -0.20  0.84  3.13
S  -0.47  -0.55  3.64
O  0.74  -1.37  3.44
O  -1.58  -1.10  2.76
O  -0.86  -0.54  5.04

=====

Record 2
ORCA calculation (ωB97M-V/def2-TZVPD) on 2 unconnected molecules or ions with the total composition C19H15NO3.

## Properties
Frontier orbital gap = 0.2708 Eh
E_LUMO = -1.01 eV
Energy = -27577.553 eV

Cartesian coordinates (Å):
C  -1.93  1.33  1.56
C  -1.33  0.31  2.48
C  -1.63  -1.03  1.82
O  -1.33  -2.11  2.30
N  -2.30  -0.78  0.63
C  -2.55  0.55  0.40
O  -3.15  1.07  -0.52
H  -2.70  1.91  2.08
H  -1.16  2.00  1.18
H  -0.25  0.45  2.57
H  -1.78  0.35  3.47
C  -1.28  -1.55  -7.20
C  -0.49  -1.90  -6.10
C  -1.07  -2.12  -4.85
C  -2.45  -1.98  -4.64
C  -2.99  -2.03  -3.27
O  -4.35  -2.02  -3.31
C  -5.06  -2.05  -2.12
C  -4.41  -2.12  -0.88
C  -5.24  -2.52  0.20
C  -6.61  -2.57  0.05
C  -7.24  -2.32  -1.18
C  -6.44  -2.11  -2.30
C  -2.99  -2.12  -0.84
C  -2.32  -2.08  -2.06
C  -3.25  -1.67  -5.78
C  -2.66  -1.44  -7.03
H  -0.83  -1.36  -8.18
H  0.59  -2.00  -6.22
H  -0.46  -2.40  -3.99
H  -4.77  -2.77  1.15
H  -7.26  -2.77  0.92
H  -8.32  -2.28  -1.29
H  -6.86  -1.94  -3.30
H  -2.48  -2.60  0.05
H  -1.26  -2.30  -2.10
H  -4.33  -1.57  -5.69
H  -3.29  -1.16  -7.88

=====

| no. | highest occupied orbital energy (eV) |
| --- | --- |
| 1 | -1.450 |
| 2 | -8.384 |